Record 1
C34H48NO2ReSe | ωB97M-V/def2-TZVPD

Element x y z (Å)
1 Re 1.7965 -1.7260 -0.7086
2 C -4.6618 0.5796 2.4213
3 C -4.5094 -0.9464 2.3663
4 C -5.8127 -1.5432 1.8352
5 C -4.2664 -1.4892 3.7811
6 C -3.3126 -1.2952 1.4839
7 C -2.0461 -0.8268 1.8312
8 C -0.9573 -1.1206 1.0339
9 Se 0.7907 -0.5705 1.5996
10 C 1.0583 1.1064 0.6966
11 C 0.6563 2.2660 1.3336
12 C 0.9047 3.5098 0.7572
13 C 1.5960 3.5377 -0.4475
14 C 2.0343 2.3993 -1.1291
15 C 1.7334 1.1816 -0.5218
16 O 2.1002 0.0061 -1.1819
17 C 2.7991 2.4967 -2.4528
18 C 2.0132 1.8069 -3.5773
19 C 3.0089 3.9539 -2.8763
20 C 4.1888 1.8608 -2.2948
21 C 0.4208 4.7757 1.4632
22 C 1.0729 4.8597 2.8490
23 C -1.1050 4.7076 1.6165
24 C 0.7713 6.0421 0.6816
25 C -1.1085 -1.9053 -0.1115
26 O 0.0006 -2.1557 -0.9059
27 C -2.3511 -2.4058 -0.4966
28 C -3.4229 -2.0732 0.3380
29 C -2.5447 -3.2624 -1.7516
30 C -2.1742 -2.4546 -3.0048
31 C -4.0013 -3.7065 -1.9102
32 C -1.6844 -4.5318 -1.6585
33 H -5.5158 0.8463 3.0452
34 H -4.8249 0.9936 1.4250
35 H -3.7799 1.0603 2.8474
36 H -6.6326 -1.2646 2.4972
37 H -5.7768 -2.6333 1.7996
38 H -6.0547 -1.1709 0.8383
39 H -5.1155 -1.2490 4.4223
40 H -3.3763 -1.0535 4.2365
41 H -4.1450 -2.5734 3.7699
42 H -1.9046 -0.2362 2.7268
43 H 0.1508 2.1930 2.2873
44 H 1.8075 4.4965 -0.8880
45 H 1.0369 2.2764 -3.7078
46 H 1.8618 0.7452 -3.3954
47 H 2.5610 1.9094 -4.5151
48 H 2.0643 4.4736 -3.0411
49 H 3.5577 3.9676 -3.8178
50 H 3.5952 4.5151 -2.1473
51 H 4.1387 0.7932 -2.0895
52 H 4.7438 2.3418 -1.4876
53 H 4.7573 1.9949 -3.2161
54 H 0.8126 4.0040 3.4732
55 H 0.7345 5.7593 3.3647
56 H 2.1600 4.9023 2.7689
57 H -1.4160 3.8493 2.2138
58 H -1.5930 4.6369 0.6433
59 H -1.4697 5.6058 2.1162
60 H 1.8495 6.1672 0.5689
61 H 0.3966 6.9131 1.2191
62 H 0.3158 6.0464 -0.3100
63 H -4.3970 -2.4480 0.0730
64 H -2.8025 -1.5665 -3.0892
65 H -2.3397 -3.0664 -3.8929
66 H -1.1332 -2.1393 -3.0036
67 H -4.6804 -2.8594 -2.0141
68 H -4.3364 -4.3232 -1.0748
69 H -4.0870 -4.3058 -2.8166
70 H -0.6207 -4.3056 -1.6670
71 H -1.8935 -5.1772 -2.5129
72 H -1.9141 -5.0923 -0.7509
73 C 4.3293 -1.0930 1.6009
74 C 4.3016 -2.4042 0.8990
75 C 5.1496 -3.4540 0.9758
76 C 4.7329 -4.4508 0.0269
77 C 3.6526 -3.9766 -0.6295
78 C 2.7898 -4.5848 -1.6818
79 N 3.3433 -2.6847 -0.1126
80 H 5.2691 -0.9955 2.1414
81 H 3.5280 -0.9978 2.3358
82 H 4.2643 -0.2543 0.9023
83 H 6.0082 -3.5139 1.6240
84 H 5.2020 -5.4056 -0.1431
85 H 3.2133 -5.5344 -2.0057
86 H 2.7151 -3.9520 -2.5715
87 H 1.7787 -4.8016 -1.3202

Output
**HOMO-LUMO gap (alpha / beta)**: 7.2 / 6.8 eV
**Net charge**: +1
**Highest occupied orbital energy (alpha / beta)**: -11.1 / -11.1 eV
**LUMO level (alpha / beta)**: -3.940 / -4.297 eV
**Multiplicity**: 4
**ΔE to the lowest compared entry with this formula, charge and spin**: 0.0 kJ/mol

Record 2
C34H49NO20 | ωB97M-V/def2-TZVPD

Element x y z (Å)
1 O -1.0717 3.5395 1.4166
2 C -0.6925 2.4652 1.2309
3 N 0.0163 1.4795 0.9888
4 O -0.0273 0.5897 2.1360
5 C 1.0501 0.7373 2.9349
6 O 1.0697 0.1814 3.9793
7 O 2.0406 1.4734 2.4586
8 H 2.2767 2.0394 3.2098
9 O -0.5339 1.1942 -2.0220
10 C -1.5265 0.5309 -2.0670
11 C -2.6374 0.6150 -3.0967
12 C -3.7663 -0.1586 -2.4244
13 C -3.0016 -1.1452 -1.5579
14 O -1.7919 -0.4614 -1.1813
15 H -2.3020 0.1326 -4.0157
16 H -2.9040 1.6498 -3.2917
17 H -4.4508 -0.6349 -3.1205
18 H -4.3470 0.5166 -1.7906
19 H -2.7310 -2.0524 -2.1026
20 H -3.5493 -1.4260 -0.6612
21 O 1.1657 3.3471 4.4521
22 C 1.9894 3.9121 5.1190
23 C 1.7796 5.0415 6.1023
24 C 3.2064 5.5593 6.3021
25 C 4.0404 4.3064 6.0609
26 O 3.2812 3.5542 5.0936
27 H 1.3590 4.6320 7.0217
28 H 1.1160 5.7960 5.6895
29 H 3.3835 6.0094 7.2767
30 H 3.4321 6.3076 5.5402
31 H 4.1591 3.6945 6.9532
32 H 5.0239 4.5208 5.6562
33 O -6.6928 -0.7109 -3.7873
34 C -6.9970 0.4256 -3.5690
35 C -8.0968 0.8925 -2.6389
36 C -8.2809 2.3455 -3.0620
37 C -6.8923 2.7108 -3.5622
38 O -6.3558 1.4894 -4.1069
39 H -7.7466 0.8063 -1.6087
40 H -8.9992 0.3051 -2.7817
41 H -8.6359 2.9978 -2.2667
42 H -8.9959 2.3971 -3.8829
43 H -6.2349 3.0502 -2.7579
44 H -6.9134 3.4703 -4.3403
45 O 5.6368 1.9159 5.7492
46 C 5.8362 1.4287 4.6733
47 C 5.3191 1.9388 3.3445
48 C 5.5182 0.7395 2.4321
49 C 6.7142 0.0531 3.0673
50 O 6.6003 0.3291 4.4811
51 H 5.9216 2.7962 3.0383
52 H 4.2781 2.2227 3.4246
53 H 5.6797 0.9934 1.3882
54 H 4.6414 0.0916 2.4877
55 H 7.6647 0.4550 2.7112
56 H 6.7052 -1.0211 2.9035
57 O -12.0478 2.8518 -4.4970
58 C -11.6894 2.2834 -5.4834
59 C -12.1918 2.4973 -6.8966
60 C -11.6761 1.2556 -7.6188
61 C -10.4216 0.9252 -6.8251
62 O -10.7057 1.3476 -5.4777
63 H -11.7491 3.4134 -7.2901
64 H -13.2753 2.5664 -6.9133
65 H -11.4851 1.4056 -8.6796
66 H -12.4008 0.4462 -7.5195
67 H -9.5465 1.4727 -7.1824
68 H -10.1953 -0.1383 -6.8264
69 O 5.6842 -0.3822 -0.6505
70 C 4.5619 -0.8004 -0.5957
71 C 3.3922 -0.3997 -1.4695
72 C 2.1959 -0.9311 -0.6852
73 C 2.7999 -2.1187 0.0471
74 O 4.1791 -1.7530 0.2861
75 H 3.4987 -0.8909 -2.4381
76 H 3.3553 0.6788 -1.5956
77 H 1.3419 -1.1973 -1.3039
78 H 1.8670 -0.1782 0.0343
79 H 2.7947 -3.0307 -0.5446
80 H 2.3053 -2.3119 0.9979
81 O 3.2738 -4.5685 -1.9901
82 C 4.4440 -4.8167 -1.9305
83 C 5.1632 -5.5353 -0.8081
84 C 6.6231 -5.1951 -1.0899
85 C 6.6203 -5.0153 -2.6000
86 O 5.3138 -4.5005 -2.9163
87 H 4.9649 -6.6047 -0.8939
88 H 4.8342 -5.1692 0.1614
89 H 7.3289 -5.9497 -0.7482
90 H 6.8789 -4.2516 -0.6051
91 H 6.7573 -5.9594 -3.1324
92 H 7.3744 -4.3087 -2.9386
93 O 4.1198 -6.1658 2.7595
94 C 4.0490 -5.0440 3.1661
95 C 3.1138 -4.5153 4.2365
96 C 3.2020 -3.0050 4.0313
97 C 4.6076 -2.8455 3.4749
98 O 4.8589 -4.0508 2.7289
99 H 3.4924 -4.8197 5.2133
100 H 2.1066 -4.8940 4.0892
101 H 3.0279 -2.4208 4.9327
102 H 2.4699 -2.6931 3.2843
103 H 5.3598 -2.7617 4.2637
104 H 4.6936 -1.9902 2.8117

Output
**HOMO-LUMO gap**: 10.3 eV
**Highest occupied orbital energy**: -9.9 eV
**LUMO level**: 0.404 eV
**SMILES**: O=C=NOC(=O)O.O=C1CCCO1.O=C1CCCO1.O=C1CCCO1.O=C1CCCO1.O=C1CCCO1.O=C1CCCO1.O=C1CCCO1.O=C1CCCO1
**ΔE to the lowest compared entry with this formula, charge and spin**: 0.0 kJ/mol

Record 3
C34H50AsCl2FN4SScSi3 | ωB97M-V/def2-TZVPD

Element x y z (Å)
1 Sc -0.7929 0.0872 -0.8525
2 C -2.5865 0.2235 -3.5472
3 C -1.3721 0.9462 -4.1288
4 C -0.0561 0.2188 -4.0563
5 C 0.6008 -0.1459 -5.2224
6 C 1.8328 -0.7730 -5.1553
7 C 2.3948 -0.9993 -3.9117
8 C 1.6766 -0.6154 -2.7973
9 N 0.4749 -0.0367 -2.8528
10 N -2.7707 0.4007 -2.0743
11 C -3.8619 -0.4914 -1.5860
12 C -3.5068 -1.5152 -0.5351
13 C -4.3855 -2.5668 -0.3231
14 C -4.1362 -3.4610 0.6988
15 C -3.0179 -3.2719 1.4947
16 C -2.1881 -2.2063 1.2096
17 N -2.4153 -1.3415 0.2169
18 C -3.1932 1.8058 -1.8434
19 C -3.3031 2.0792 -0.3734
20 C -4.2289 2.9681 0.1493
21 C -4.3148 3.1138 1.5241
22 C -3.4873 2.3503 2.3308
23 C -2.5851 1.4956 1.7233
24 N -2.4795 1.3712 0.4011
25 H -3.4900 0.6020 -4.0376
26 H -2.5270 -0.8417 -3.7579
27 H -1.5869 1.1472 -5.1775
28 H -1.2343 1.9194 -3.6566
29 H 0.1389 0.0631 -6.1780
30 H 2.3456 -1.0713 -6.0604
31 H 3.3606 -1.4725 -3.7991
32 H 2.0710 -0.7886 -1.8059
33 H -4.6406 0.1291 -1.1377
34 H -4.3319 -0.9929 -2.4325
35 H -5.2428 -2.6896 -0.9726
36 H -4.8031 -4.2965 0.8713
37 H -2.7799 -3.9408 2.3098
38 H -1.2881 -2.0454 1.7886
39 H -2.4627 2.4811 -2.2772
40 H -4.1575 1.9839 -2.3315
41 H -4.8816 3.5204 -0.5151
42 H -5.0309 3.7987 1.9598
43 H -3.5325 2.4112 3.4101
44 H -1.9172 0.8813 2.3141
45 Cl 0.8520 -2.2277 0.0420
46 C 0.7262 -3.6862 -0.9431
47 C 1.5895 -4.7129 -0.6083
48 C 1.5420 -5.8831 -1.3460
49 C 0.6375 -5.9857 -2.3931
50 C -0.2062 -4.9326 -2.6968
51 Cl -1.3005 -5.1382 -4.0267
52 C -0.2088 -3.7178 -1.9797
53 S -1.2645 -2.4101 -2.3901
54 H 2.2816 -4.5904 0.2149
55 H 2.2009 -6.7078 -1.1104
56 H 0.5781 -6.8862 -2.9894
57 C 4.0032 -1.0732 -0.0047
58 Si 3.4877 0.6585 0.5052
59 C 4.6622 1.0658 1.9056
60 C 3.6487 1.8266 -0.9462
61 As 1.2108 0.8549 1.2378
62 Si 1.3204 -0.1101 3.4284
63 C 1.9971 -1.8490 3.2794
64 C 2.4171 0.8775 4.5894
65 C -0.3812 -0.1859 4.2155
66 Si 1.1126 3.2288 1.7090
67 C 2.7538 4.0098 2.1778
68 C 0.4860 4.1298 0.2018
69 C -0.0340 3.4911 3.1696
70 H 5.0813 -0.9902 -0.1893
71 H 3.5498 -1.4918 -0.9028
72 H 3.8687 -1.7950 0.8045
73 H 5.6623 1.1674 1.4671
74 H 4.7115 0.2256 2.6037
75 H 4.4537 1.9707 2.4677
76 H 4.6407 1.6990 -1.3911
77 H 3.5474 2.8749 -0.6621
78 H 2.9070 1.6228 -1.7227
79 H 2.9573 -1.8777 2.7591
80 H 1.3147 -2.5276 2.7638
81 H 2.1599 -2.2408 4.2890
82 H 3.4586 0.5588 4.5312
83 H 2.0735 0.6853 5.6116
84 H 2.3878 1.9536 4.4373
85 H -1.1223 -0.7522 3.6472
86 H -0.7771 0.8126 4.4205
87 H -0.2638 -0.6878 5.1819
88 H 3.5252 3.9594 1.4099
89 H 3.1793 3.6695 3.1203
90 H 2.5072 5.0716 2.3065
91 H 0.9697 3.8027 -0.7192
92 H 0.6848 5.1965 0.3446
93 H -0.5877 3.9879 0.0669
94 H 0.4080 3.1302 4.1006
95 H -1.0163 3.0364 3.0512
96 H -0.1868 4.5705 3.2807
97 F -0.5140 1.8877 -1.3232

Output
**HOMO-LUMO gap**: 7.2 eV
**Net charge**: +1
**Highest occupied orbital energy**: -9.3 eV
**LUMO level**: -2.090 eV
**ΔE to the lowest compared entry with this formula, charge and spin**: 47.5 kJ/mol